Density functional theory data (ωB97M-V with the def2-TZVPD basis set) for a molecular structure, C35H35IN6O7SiTi.

HOMO (alpha / beta), eV: -0.7 / -2.0
Energy above the lowest of the compared OMol25 structures with the same formula, charge and spin, kcal per mole: 0.0
Spin multiplicity: 3
Frontier orbital gap (alpha / beta), eV: 4.74 / 6.02
Total charge: -2
Molar mass, g/mol: 854.56
E, a.u.: -3646.45460

Atoms and positions in Å:
I (-1.17, -4.02, -2.05)
Ti (0.22, -1.08, -0.19)
Si (-0.12, 1.48, 0.78)
O (-3.35, -0.50, -1.88)
O (-3.33, 1.75, -6.06)
O (-1.52, -0.91, -0.75)
O (2.65, 1.54, -5.01)
O (0.74, -0.36, -1.80)
O (2.89, 0.61, -3.01)
O (-1.50, 2.26, -7.05)
N (2.14, 0.98, -3.98)
N (-2.11, 1.80, -6.10)
N (-1.93, -2.34, 1.62)
N (0.72, -1.62, 1.79)
N (-2.11, -0.43, -1.85)
N (2.68, -1.34, 0.00)
C (-1.95, -0.38, 4.80)
C (4.13, -2.83, 1.35)
C (-0.14, -1.27, 2.85)
C (2.15, -2.98, 3.27)
C (-1.35, 1.23, -4.97)
C (-2.40, -1.10, 3.70)
C (-2.95, 1.69, 1.29)
C (-1.91, 2.03, 0.41)
C (0.47, -3.19, -0.88)
C (-1.56, -3.74, 1.77)
C (3.35, -3.64, 3.46)
C (0.29, -0.56, 3.97)
C (4.36, -3.58, 2.51)
C (1.90, -2.24, 2.10)
C (0.89, 2.95, 0.07)
C (-4.60, 2.60, -0.20)
C (-3.31, -2.18, 1.22)
C (-1.52, -1.56, 2.73)
C (1.64, 5.26, 0.28)
C (-0.59, -0.13, 4.94)
C (2.14, 4.03, -1.72)
C (3.14, 0.04, 0.28)
C (0.98, 4.15, 0.79)
C (-2.07, 0.66, -3.94)
C (1.48, 2.92, -1.19)
C (0.08, 0.16, -2.83)
C (-1.33, 0.13, -2.87)
C (0.02, 1.32, -5.00)
C (2.94, -2.18, 1.15)
C (-3.59, 2.95, -1.09)
C (2.22, 5.20, -0.99)
C (-2.26, 2.67, -0.78)
C (3.36, -1.81, -1.22)
C (0.77, 0.80, -3.92)
C (-4.27, 1.98, 1.00)
H (2.60, 0.44, 1.14)
H (-2.11, -4.21, 2.60)
H (0.55, 1.78, -5.81)
H (2.96, -1.26, -2.07)
H (-2.66, -0.01, 5.53)
H (0.53, 4.21, 1.78)
H (1.46, 2.01, -1.78)
H (0.66, -3.96, -0.13)
H (3.21, -2.88, -1.33)
H (-4.02, -2.64, 1.92)
H (-3.83, 3.43, -2.03)
H (-1.78, -4.27, 0.84)
H (1.70, 6.17, 0.86)
H (4.91, -2.77, 0.60)
H (3.50, -4.22, 4.37)
H (2.72, 6.07, -1.40)
H (-5.64, 2.81, -0.44)
H (2.58, 3.95, -2.71)
H (5.30, -4.10, 2.65)
H (1.35, -0.32, 4.04)
H (4.43, -1.60, -1.17)
H (1.37, -3.05, 4.02)
H (1.26, -3.24, -1.62)
H (-0.03, 1.76, 2.26)
H (-3.44, -2.64, 0.24)
H (-5.05, 1.69, 1.70)
H (2.95, 0.65, -0.60)
H (-0.49, -3.82, 1.97)
H (4.21, 0.04, 0.49)
H (-0.23, 0.45, 5.78)
H (-3.14, 0.62, -3.92)
H (-3.46, -1.31, 3.59)
H (-3.55, -1.12, 1.11)
H (-1.49, 2.95, -1.49)
H (-2.71, 1.19, 2.23)

Mulliken population analysis, charges in e, atoms 1 to 8: -0.261, 0.420, 1.770, -0.812, -0.675, 0.354, -0.901, -0.119

***

Density functional theory data (ωB97M-V with the def2-TZVPD basis set) for a molecular structure, C35H36Cl2KN3O4P2S in a non-equilibrium geometry.

HOMO, eV: -8.6
Energy above the lowest of the compared OMol25 structures with the same formula, charge and spin, kcal per mole: 0.0
Frontier orbital gap, eV: 8.72
Total charge: 0
Molar mass, g/mol: 766.71
E, a.u.: -4421.92447

Atoms and positions in Å:
K (-0.30, 0.08, 0.20)
Cl (-0.65, -2.78, 1.21)
Cl (-1.07, -2.66, -1.76)
S (7.63, 2.07, -2.07)
P (2.68, 0.39, 1.25)
P (2.32, -1.43, -0.91)
O (-3.95, 4.48, 1.64)
O (-3.57, 2.48, 0.14)
O (-2.52, 0.50, 0.11)
O (-3.08, 5.08, 3.60)
N (3.44, -0.50, -0.01)
N (-0.95, 1.31, 2.38)
N (-1.37, 3.01, 3.69)
C (5.40, 0.75, -1.01)
C (1.49, 4.58, -0.29)
C (0.42, 1.45, 4.45)
C (-0.62, 1.91, 3.50)
C (6.89, 1.89, -3.70)
C (3.72, -0.60, -4.72)
C (3.88, -5.75, -0.73)
C (-2.24, 3.13, 2.64)
C (1.88, 3.61, -1.19)
C (6.90, 0.66, -1.23)
C (6.14, 0.70, 4.28)
C (1.96, 3.07, 1.52)
C (3.22, -5.31, -1.86)
C (4.13, -4.86, 0.31)
C (4.90, 1.68, 2.46)
C (1.45, -0.14, -3.19)
C (1.54, 0.39, -4.47)
C (2.68, 0.17, -5.23)
C (3.04, -3.10, -0.92)
C (5.29, -0.39, 4.27)
C (-2.76, 1.63, 0.58)
C (-1.99, 2.05, 1.83)
C (-1.83, -2.78, -0.15)
C (-3.13, 4.33, 2.65)
C (2.49, -0.89, -2.65)
C (3.71, -3.55, 0.22)
C (2.33, 2.37, -0.75)
C (4.23, -0.44, 3.36)
C (4.04, 0.59, 2.44)
C (3.62, -1.13, -3.44)
C (2.79, -3.99, -1.96)
C (2.38, 2.09, 0.61)
C (4.88, -0.48, -0.29)
C (5.95, 1.74, 3.38)
C (1.53, 4.31, 1.08)
H (2.62, 1.63, -1.47)
H (0.53, 0.03, -2.63)
H (4.89, 0.85, -1.97)
H (3.56, -1.29, 3.38)
H (5.10, -1.37, -0.89)
H (5.42, -0.63, 0.65)
H (5.18, 1.66, -0.45)
H (6.96, 0.75, 4.98)
H (1.97, 2.86, 2.58)
H (7.09, 0.91, -4.13)
H (4.76, 2.50, 1.76)
H (0.72, 0.97, -4.87)
H (5.43, -1.20, 4.98)
H (4.66, -5.20, 1.20)
H (1.14, 5.54, -0.64)
H (3.02, -5.99, -2.68)
H (1.09, 0.76, 3.94)
H (1.01, 2.28, 4.84)
H (7.43, 0.58, -0.28)
H (-2.48, -1.92, -0.03)
H (4.21, -6.78, -0.66)
H (-3.80, 3.72, 0.96)
H (-0.01, 0.92, 5.30)
H (4.43, -1.74, -3.05)
H (3.90, -2.86, 1.04)
H (2.76, 0.59, -6.22)
H (4.60, -0.79, -5.31)
H (1.85, 3.81, -2.26)
H (1.21, 5.05, 1.80)
H (-1.35, 3.67, 4.45)
H (2.28, -3.66, -2.85)
H (6.61, 2.60, 3.38)
H (5.81, 2.06, -3.69)
H (7.15, -0.25, -1.79)
H (-2.36, -3.72, -0.11)
H (7.33, 2.64, -4.35)

Mulliken population analysis, charges in e, atoms 1 to 8: 0.854, -0.100, -0.101, -0.128, -0.293, 0.494, -0.566, -0.867

***

Density functional theory data (ωB97M-V with the def2-TZVPD basis set) for a molecular structure, C35H36Cl2N3O4Si2V in a non-equilibrium geometry.

HOMO (alpha / beta), eV: -10.8 / -10.3
Energy above the lowest of the compared OMol25 structures with the same formula, charge and spin, kcal per mole: 0.0
Spin multiplicity: 2
Frontier orbital gap (alpha / beta), eV: 6.69 / 6.25
Total charge: +1
Molar mass, g/mol: 740.71
E, a.u.: -4263.79381

Atoms and positions in Å:
V (12.00, 13.65, 10.03)
Cl (15.68, 15.09, 10.30)
Cl (13.82, 16.17, 8.33)
Si (14.52, 10.91, 8.67)
Si (11.03, 11.29, 9.99)
O (12.71, 13.42, 8.37)
O (9.92, 17.12, 8.50)
O (14.59, 12.40, 9.36)
O (13.98, 14.51, 13.59)
N (12.96, 13.43, 11.90)
N (10.45, 14.92, 8.81)
N (11.74, 15.46, 11.08)
C (12.48, 15.73, 12.14)
C (11.59, 8.78, 10.94)
C (9.37, 16.44, 7.33)
C (9.74, 14.92, 7.46)
C (10.43, 10.51, 15.00)
C (10.48, 11.89, 14.82)
C (8.56, 14.01, 7.43)
C (11.94, 18.02, 12.16)
C (12.28, 7.54, 11.20)
C (11.51, 9.70, 14.47)
C (12.53, 11.72, 13.58)
C (13.16, 14.51, 12.59)
C (10.39, 11.07, 8.20)
C (10.51, 16.14, 9.17)
C (12.20, 9.85, 10.31)
C (14.65, 13.21, 13.52)
C (12.52, 16.96, 12.76)
C (13.64, 12.35, 12.71)
C (14.25, 8.58, 10.23)
C (11.15, 16.50, 10.44)
C (6.92, 12.71, 8.47)
C (16.31, 10.31, 8.56)
C (11.21, 17.78, 10.94)
C (7.96, 13.77, 6.19)
C (12.51, 10.30, 13.70)
C (13.59, 9.78, 9.93)
C (6.79, 13.08, 6.11)
C (9.51, 11.15, 11.20)
C (6.26, 12.51, 7.27)
C (8.04, 13.50, 8.55)
C (11.51, 12.48, 14.06)
C (14.68, 14.71, 8.82)
C (13.67, 7.49, 10.91)
C (13.80, 13.51, 9.12)
C (14.02, 11.06, 6.87)
H (15.39, 14.51, 8.08)
H (16.84, 10.04, 9.51)
H (17.03, 11.04, 8.06)
H (14.10, 11.66, 12.02)
H (10.66, 18.62, 10.47)
H (9.57, 10.12, 15.51)
H (14.20, 6.56, 11.10)
H (11.92, 19.03, 12.55)
H (9.20, 12.16, 11.35)
H (8.33, 16.61, 7.37)
H (9.70, 12.40, 15.41)
H (14.10, 12.06, 6.41)
H (9.82, 16.90, 6.42)
H (11.45, 13.50, 13.90)
H (16.33, 9.40, 7.97)
H (6.24, 13.04, 5.18)
H (9.68, 10.73, 12.19)
H (13.25, 9.65, 13.22)
H (11.56, 8.60, 14.60)
H (14.62, 10.31, 6.32)
H (11.78, 6.71, 11.60)
H (13.00, 17.00, 13.70)
H (10.32, 12.11, 7.74)
H (8.61, 10.71, 10.72)
H (5.39, 11.88, 7.25)
H (14.80, 12.80, 14.54)
H (11.01, 10.53, 7.54)
H (15.54, 13.41, 12.96)
H (10.54, 8.80, 11.18)
H (10.49, 14.70, 6.67)
H (9.36, 10.76, 8.24)
H (8.35, 14.25, 5.27)
H (8.64, 13.59, 9.44)
H (6.45, 12.31, 9.36)
H (13.00, 10.69, 6.72)
H (15.28, 8.45, 9.99)

Mulliken population analysis, charges in e, atoms 1 to 8: -0.448, -0.198, -0.162, 0.841, 1.805, -0.399, -0.467, 0.063

***

Density functional theory data (ωB97M-V with the def2-TZVPD basis set) for 5 unconnected molecules or ions with the total composition C35H36ClF32NO10S in a non-equilibrium geometry.

HOMO, eV: -9.0
Frontier orbital gap, eV: 9.17
Total charge: 0
Molar mass, g/mol: 1306.13
E, a.u.: -6216.49719

Atoms and positions in Å:
Cl (0.35, -1.23, -0.84)
S (0.76, 2.82, -3.82)
F (-2.24, -4.51, 3.20)
F (0.25, 3.47, 2.36)
F (5.35, -6.13, 3.53)
F (1.13, 3.03, 0.43)
F (4.74, -3.48, 3.00)
F (-0.18, 5.08, -0.73)
F (-7.60, 3.43, -1.54)
F (1.19, 5.71, 0.85)
F (-1.09, -3.91, 0.82)
F (7.04, -7.42, 3.94)
F (0.30, 5.92, 5.58)
F (-1.30, -2.54, 3.13)
F (-6.45, 4.32, -5.29)
F (-5.65, -3.16, 1.68)
F (-6.71, -5.65, 1.80)
F (-6.34, 2.18, -3.63)
F (6.96, -6.44, 1.37)
F (7.11, -2.69, 4.38)
F (1.35, 5.68, 3.68)
F (-6.88, -3.45, 3.44)
F (-1.50, 5.15, 3.70)
F (-1.74, 7.23, 4.27)
F (-4.97, 2.87, 0.73)
F (-5.10, 4.50, -0.71)
F (5.85, -2.35, 6.13)
F (-4.59, 2.34, -4.89)
F (-3.25, -3.98, 0.57)
F (7.23, -4.42, 2.14)
F (4.75, -1.48, 3.84)
F (-7.42, 3.97, 0.56)
F (-6.11, 5.05, -3.26)
F (-4.58, -5.80, 2.22)
O (1.60, 3.90, -3.43)
O (-4.71, -3.41, 3.72)
O (-2.24, -0.42, -3.76)
O (7.08, -5.40, 4.79)
O (-4.37, 2.87, -2.77)
O (-1.68, 1.41, -0.24)
O (-0.85, 6.81, 2.31)
O (4.45, 0.83, -3.21)
O (-0.50, 3.15, -4.42)
O (-2.07, -0.59, -1.29)
N (3.79, -1.62, -4.55)
C (6.18, -4.55, 5.50)
C (-2.25, -3.29, 1.16)
C (3.94, -1.23, -2.04)
C (-1.57, 0.69, -1.20)
C (4.00, -2.18, -3.23)
C (-1.03, -1.30, -1.99)
C (0.43, 6.42, 4.33)
C (-5.71, -3.81, 2.86)
C (-1.13, 5.96, 1.20)
C (5.98, -3.11, 5.01)
C (-2.37, -3.26, 2.69)
C (3.51, -1.11, 0.30)
C (4.75, -2.79, 4.16)
C (1.28, -1.61, -4.04)
C (6.69, -6.14, 3.69)
C (2.48, -1.07, -4.84)
C (-4.74, 2.31, -1.51)
C (7.43, -5.72, 2.41)
C (3.73, 0.24, 0.29)
C (0.50, 1.72, -2.43)
C (0.01, 5.10, 0.62)
C (-5.46, 3.22, -0.50)
C (-0.93, 6.37, 3.62)
C (-6.99, 3.11, -0.39)
C (4.03, 0.85, -0.88)
C (-5.24, 2.92, -3.85)
C (0.07, 3.63, 1.04)
C (-5.56, 4.35, -4.27)
C (3.64, -1.81, -0.85)
C (4.14, 0.13, -2.03)
C (-0.83, 1.00, -2.53)
C (-5.75, -5.33, 2.69)
C (-3.62, -2.59, 3.29)
C (-0.90, -0.39, -3.21)
C (0.02, -0.76, -4.38)
H (-4.66, 4.87, -4.60)
H (3.83, -3.01, 4.71)
H (5.00, -2.62, -3.22)
H (-1.56, 1.63, -3.03)
H (-2.04, 5.38, 1.36)
H (2.26, -1.28, -5.89)
H (8.50, -5.90, 2.52)
H (2.45, 0.03, -4.77)
H (-7.28, 2.10, -0.09)
H (-3.78, 2.09, -1.06)
H (-1.37, 6.67, 0.41)
H (-5.24, 1.35, -1.63)
H (-0.84, 3.10, 0.74)
H (4.19, 1.92, -0.89)
H (-2.22, -2.28, 0.75)
H (0.63, 2.26, -1.50)
H (3.33, -3.02, -3.00)
H (-5.96, -5.82, 3.64)
H (3.48, -2.88, -0.80)
H (4.06, -2.27, -5.28)
H (-3.26, -2.14, 4.22)
H (5.23, -5.05, 5.68)
H (-0.57, -1.29, -5.12)
H (-2.30, 0.28, -4.44)
H (3.24, -1.58, 1.23)
H (-1.33, -2.31, -2.21)
H (1.41, 2.03, -4.71)
H (-3.97, -1.75, 2.68)
H (3.62, 0.79, 1.21)
H (1.30, 0.97, -2.51)
H (1.07, -2.63, -4.36)
H (6.65, -4.45, 6.47)
H (3.65, 1.30, -3.46)
H (0.32, 0.17, -4.87)
H (1.43, -1.60, -2.97)
H (0.79, 7.45, 4.38)

Mulliken population analysis, charges in e, atoms 1 to 8: -0.002, 1.177, -0.283, -0.264, -0.276, -0.205, -0.201, -0.260